97
Properties=species:S:1:pos:R:3:lowdin_charge:R:1 method="wB97M-V/def2-TZVPD" e_homo_ev="-7.805 / -7.805" gap_ev="7.27 / 2.60" spin_multiplicity=2 total_energy_ev=-63659.291 e_above_lowest_kj_mol=0.0
Cl -1.417 -0.189 0.274 0.61
O -0.091 0.207 -0.023 -0.37
O -1.621 -0.180 1.714 -0.39
O -2.347 0.733 -0.330 -0.37
O -1.656 -1.502 -0.254 -0.35
C -4.484 3.412 -6.173 -0.10
C -4.159 2.867 -4.788 -0.25
N -3.450 1.580 -4.923 -0.16
C -2.074 1.773 -5.454 -0.21
C -1.407 0.417 -6.009 -0.06
C -3.199 0.973 -3.616 -0.27
C -4.515 0.652 -2.924 -0.09
H -5.105 4.285 -5.968 0.06
H -5.211 2.805 -6.713 0.07
H -3.720 3.741 -6.877 0.06
H -3.560 3.621 -4.277 0.09
H -5.132 2.802 -4.300 0.11
H -2.031 2.505 -6.261 0.09
H -1.550 2.406 -4.738 0.08
H -2.135 -0.270 -6.441 0.07
H -0.603 0.525 -6.738 0.06
H -1.028 -0.117 -5.139 0.03
H -2.599 1.586 -2.943 0.09
H -2.641 0.042 -3.706 0.11
H -4.908 1.520 -2.395 0.06
H -4.260 -0.186 -2.275 0.07
H -5.320 0.335 -3.587 0.07
C 6.214 -0.459 4.391 -0.04
C 6.103 -1.619 3.382 -0.18
N 4.697 -2.015 3.123 0.06
C 3.880 -2.406 4.311 -0.14
C 4.562 -3.613 4.986 -0.07
C 4.096 -0.973 2.275 -0.16
C 2.676 -1.383 1.748 -0.02
H 7.251 -0.128 4.453 0.10
H 5.950 -0.848 5.375 0.08
H 5.559 0.381 4.159 0.08
H 6.715 -1.370 2.516 0.13
H 6.615 -2.512 3.740 0.12
H 2.891 -2.755 4.013 0.10
H 3.715 -1.617 5.045 0.15
H 5.357 -3.242 5.632 0.07
H 5.020 -4.386 4.369 0.09
H 3.860 -4.068 5.685 0.09
H 4.139 0.035 2.688 0.14
H 4.733 -0.835 1.402 0.13
H 2.432 -0.803 0.858 0.09
H 2.725 -2.426 1.437 0.08
H 1.860 -1.266 2.461 0.08
C 1.176 -1.717 -2.535 -0.33
O 1.592 -2.846 -2.312 -0.01
N 1.899 -0.807 -3.247 -0.19
C 1.374 0.518 -3.644 -0.05
C 3.176 -1.203 -3.848 -0.06
H 0.215 -1.295 -2.202 0.12
H 1.017 0.455 -4.672 0.07
H 2.164 1.265 -3.563 0.08
H 0.567 0.786 -2.963 0.07
H 3.891 -1.071 -3.036 0.08
H 3.137 -2.239 -4.184 0.08
H 3.463 -0.608 -4.714 0.08
C 0.206 -3.900 1.185 -0.34
O 0.722 -4.314 0.157 0.03
N 0.628 -4.209 2.414 -0.21
C 1.646 -5.181 2.617 -0.07
C -0.073 -3.667 3.557 -0.05
H -0.729 -3.319 1.179 0.13
H 1.888 -5.294 3.674 0.08
H 2.545 -4.947 2.048 0.08
H 1.299 -6.134 2.216 0.10
H -0.785 -4.323 4.059 0.10
H 0.617 -3.272 4.302 0.07
H -0.615 -2.801 3.176 0.08
C -0.318 3.441 -2.609 -0.32
O 0.472 3.408 -3.554 -0.03
N -1.286 4.419 -2.496 -0.16
C -2.382 4.223 -1.531 -0.06
C -1.412 5.647 -3.360 -0.03
H -0.375 2.632 -1.864 0.13
H -2.230 3.350 -0.896 0.07
H -3.326 4.117 -2.064 0.07
H -2.441 5.044 -0.817 0.08
H -0.715 5.710 -4.196 0.08
H -2.409 5.670 -3.800 0.07
H -1.301 6.565 -2.783 0.08
C -2.214 -0.705 5.208 -0.31
O -1.733 -1.502 6.010 -0.03
N -2.729 0.531 5.533 -0.19
C -3.345 1.405 4.545 -0.05
C -2.811 0.991 6.909 -0.07
H -2.221 -0.935 4.131 0.12
H -3.560 0.793 3.668 0.08
H -2.685 2.207 4.215 0.09
H -4.287 1.771 4.953 0.09
H -2.187 1.875 7.042 0.09
H -3.835 1.164 7.239 0.08
H -2.510 0.266 7.665 0.08